Entry from OMol25: the ion C3H3O2 with charge +1 (ωB97M-V with the def2-TZVPD basis set).

The calculation puts the energy relative to the best compared isomer or geometry (same formula, charge and spin) at 160.3 kcal per mole. Its LUMO energy (spin up / spin down) is -7.9 / -7.9 eV. For the frontier orbital gap (spin up / spin down), the calculation gives 8.2 / 8.2 eV. The calculation puts the HOMO energy (spin up / spin down) at -16.1 / -16.1 eV.

ORCA input file:
```
! wB97M-V def2-TZVPD RIJCOSX def2/J DEFGRID3
* xyz 1 1
C -0.797 -0.039 -0.006
C 0.337 -0.988 -0.004
C -0.682 1.227 -0.004
O 1.508 -0.561 0.006
O 1.838 0.656 0.000
H -1.779 -0.525 -0.021
H 0.196 -2.064 -0.002
H -0.621 2.293 0.032
*
```